# 1
20
Properties=species:S:1:pos:R:3 method="wB97M-V/def2-TZVPD" charge=0 total_energy_ev=-22347.2322 max_force_ev_per_a=4.6 orbital_gap_ev="7.24 / 7.15" smiles="C[C@H]1C=CC(=S(=O)=O)CC1" homo_energy_ha="-0.3228 / -0.3153" e_lumo_ev="-1.5432 / -1.4340"
C 0.887 1.698 0.686
C 0.607 1.975 -0.635
C -0.017 1.017 -1.526
C -1.098 0.181 -0.676
C 0.432 0.676 1.378
C -0.475 -0.317 0.654
C 0.446 -1.514 0.483
O 2.391 4.105 -0.710
O 1.564 3.042 -2.762
S 1.890 2.889 -1.361
H 1.470 2.426 1.253
H -0.570 1.276 -2.479
H 0.727 0.128 -1.705
H -1.898 0.928 -0.294
H -1.551 -0.551 -1.402
H 0.939 0.597 2.361
H -1.189 -0.552 1.379
H 1.504 -1.182 0.517
H 0.330 -2.005 -0.608
H 0.202 -2.257 1.275

---

# 2
12
Properties=species:S:1:pos:R:3 method="wB97M-V/def2-TZVPD" charge=0 total_energy_ev=-21549.1921 max_force_ev_per_a=0.9 orbital_gap_ev=8.78 smiles="O=c1[nH]nc2sccn12" homo_energy_ha=-0.3007 e_lumo_ev=0.5920
C -0.675 1.320 0.000
C -1.966 0.963 0.000
C -0.491 -0.983 0.000
C 1.538 -0.037 0.000
N 0.323 -1.988 0.000
N 1.563 -1.404 0.000
N 0.162 0.231 0.000
O 2.450 0.748 0.000
S -2.204 -0.779 0.000
H -0.259 2.310 0.000
H -2.824 1.603 0.000
H 2.385 -1.984 0.000

---

# 3
8
Properties=species:S:1:pos:R:3 method="wB97M-V/def2-TZVPD" charge=0 total_energy_ev=-7704.5911 max_force_ev_per_a=5.3 orbital_gap_ev=11.08 smiles="C=NOC=O" homo_energy_ha=-0.3736 e_lumo_ev=0.9094
C 0.937 -0.442 -0.077
C -2.663 0.389 0.079
N -0.144 0.186 0.005
O -3.638 -0.190 -0.103
O -1.354 -0.520 0.099
H 1.738 0.195 -0.363
H 1.085 -1.532 0.036
H -2.426 1.534 -0.069

---

# 4
26
Properties=species:S:1:pos:R:3 method="wB97M-V/def2-TZVPD" charge=-1 total_energy_ev=-18704.1999 max_force_ev_per_a=7.8 orbital_gap_ev=9.83 homo_energy_ha=-0.2475 e_lumo_ev=3.0961
O 0.025 0.214 -0.557
H -0.045 0.390 -1.394
O 0.823 -2.195 -1.760
H 1.776 -2.535 -1.503
H 0.604 -1.315 -1.299
O 3.452 0.546 -1.315
H 3.266 0.499 -2.344
H 2.659 0.511 -0.871
O -2.250 1.142 -1.201
H -2.700 1.417 -0.467
H -1.370 0.820 -0.920
O 2.067 -0.345 1.331
H 1.251 -0.137 0.609
H 2.380 0.507 1.682
O -1.712 0.683 2.214
H -1.263 -0.087 1.727
H -1.210 1.452 1.918
O -0.900 -1.619 1.098
H -0.589 -0.966 0.509
H -0.164 -1.958 1.581
O -2.941 -1.409 -0.587
H -2.170 -1.446 0.019
H -2.832 -0.565 -0.959
O 0.364 2.381 0.814
H 1.036 2.274 1.445
H 0.442 1.742 0.231

---

# 5
34
Properties=species:S:1:pos:R:3 method="wB97M-V/def2-TZVPD" charge=0 total_energy_ev=-30632.1878 max_force_ev_per_a=16.3 orbital_gap_ev=8.56 homo_energy_ha=-0.3095 e_lumo_ev=0.1396
C 0.831 -1.235 3.611
C 0.695 -0.086 2.555
C 1.605 0.445 1.588
N 1.195 1.291 0.849
C 0.096 1.523 1.126
N -0.862 2.257 0.341
C -0.881 2.479 -0.950
O -1.400 3.433 -1.616
C 0.345 1.782 -1.930
C 0.056 0.369 -1.644
C 1.100 -0.582 -1.720
C 1.084 -1.948 -1.391
C -0.180 -2.351 -1.036
C -1.455 -1.555 -1.469
C -1.100 -0.190 -1.640
H -2.186 0.323 -1.722
H -2.430 -1.946 -1.168
C -0.580 -3.916 -0.843
H -1.566 -3.981 -0.984
H -0.170 -4.534 -1.707
H 0.028 -4.154 0.033
C 2.043 -2.900 -1.145
H 2.091 -3.214 -0.185
H 2.935 -2.275 -1.202
H 2.392 -3.499 -2.013
H 2.118 -0.021 -1.594
H 1.277 2.108 -1.379
H 0.118 2.119 -3.104
H -1.713 2.636 0.775
S -0.895 0.514 2.311
H 2.701 0.037 1.517
H 0.435 -2.133 3.401
H 1.933 -1.546 3.584
H 0.698 -0.882 4.695

---

# 6
93
Properties=species:S:1:pos:R:3 method="wB97M-V/def2-TZVPD" charge=0 total_energy_ev=-166141.2374 max_force_ev_per_a=9.2 orbital_gap_ev=8.77 homo_energy_ha=-0.3710 e_lumo_ev=-1.3271
C -8.098 -5.036 -4.831
C -8.752 -3.685 -4.714
O -8.695 -2.806 -5.858
S -9.375 -1.453 -5.236
O -8.286 -0.787 -4.606
O -10.086 -0.670 -6.171
O -10.380 -2.151 -4.208
C -10.209 -3.574 -4.307
O -11.140 -3.938 -5.264
Br -10.795 -4.408 -2.658
H -7.825 -5.436 -3.860
H -8.681 -5.773 -5.387
H -7.170 -4.899 -5.390
H -8.231 -3.219 -3.868
H -10.736 -4.495 -5.942
O -6.403 -3.545 -0.230
P -5.055 -2.963 -0.054
O -4.529 -2.768 -1.558
C -5.139 -1.722 -2.333
C -4.398 -0.410 -2.143
O -4.169 -4.258 0.385
C -4.769 -5.389 1.016
C -4.899 -6.534 0.037
O -4.088 -1.925 0.685
C -4.370 -1.541 2.058
C -3.656 -2.454 3.035
H -6.197 -1.598 -2.087
H -5.072 -2.027 -3.377
H -4.510 -0.040 -1.123
H -4.784 0.348 -2.826
H -3.332 -0.545 -2.324
H -5.737 -5.132 1.448
H -4.111 -5.679 1.839
H -5.509 -6.244 -0.819
H -5.354 -7.404 0.514
H -3.918 -6.818 -0.345
H -5.446 -1.538 2.243
H -4.012 -0.520 2.177
H -4.125 -3.438 3.066
H -3.689 -2.038 4.042
H -2.617 -2.597 2.741
O -0.006 1.929 3.743
P 0.892 0.970 3.080
O 0.041 -0.278 2.545
C -0.946 -0.066 1.528
C -0.326 -0.084 0.143
O 1.669 0.240 4.308
C 1.764 0.852 5.595
C 0.812 0.190 6.567
O 2.128 0.842 2.073
C 3.079 1.938 1.985
C 4.224 1.753 2.957
H -1.479 0.874 1.704
H -1.666 -0.876 1.616
H 0.342 0.768 0.002
H -1.101 -0.042 -0.623
H 0.266 -0.987 0.003
H 1.580 1.924 5.536
H 2.794 0.715 5.934
H -0.217 0.269 6.215
H 0.883 0.651 7.554
H 1.043 -0.872 6.659
H 2.575 2.892 2.152
H 3.452 1.940 0.962
H 3.901 1.932 3.983
H 5.029 2.455 2.736
H 4.611 0.735 2.912
O 7.171 4.144 0.904
P 7.959 4.177 -0.371
O 8.226 2.554 -0.460
C 7.161 1.685 -0.836
C 7.011 1.592 -2.345
O 9.389 4.670 0.282
C 9.434 5.592 1.373
C 9.761 4.871 2.662
O 8.695 4.265 -1.843
C 8.658 5.504 -2.603
C 9.855 6.379 -2.287
H 6.225 2.015 -0.373
H 7.403 0.705 -0.426
H 6.689 2.546 -2.768
H 6.271 0.835 -2.611
H 7.963 1.338 -2.808
H 8.499 6.147 1.461
H 10.222 6.315 1.144
H 9.015 4.108 2.879
H 9.803 5.571 3.499
H 10.725 4.368 2.579
H 7.724 6.039 -2.418
H 8.669 5.220 -3.654
H 9.769 6.824 -1.296
H 9.934 7.190 -3.012
H 10.772 5.793 -2.303

---

# 7
18
Properties=species:S:1:pos:R:3 method="wB97M-V/def2-TZVPD" charge=+1 total_energy_ev=-11376.8298 s_squared=0.755 max_force_ev_per_a=2.2 orbital_gap_ev="9.32 / 4.57" homo_energy_ha="-0.4970 / -0.4967" e_lumo_ev="-4.2059 / -8.9486" multiplicity=2
C -0.544 -1.668 1.964
C 0.440 -0.533 1.825
O 1.096 -0.362 0.803
N 0.537 0.352 2.851
H 1.404 0.866 2.849
H -0.162 0.491 3.555
H -0.583 -2.073 2.966
H -0.273 -2.351 1.163
H -1.545 -1.306 1.728
C 1.048 0.630 -1.693
C -0.439 0.676 -1.942
O -1.038 1.631 -1.457
N -1.094 -0.355 -2.521
H -2.051 -0.395 -2.206
H -0.628 -1.235 -2.312
H 1.341 1.145 -2.623
H 1.404 -0.392 -1.638
H 1.364 1.198 -0.860

---

# 8
108
Properties=species:S:1:pos:R:3 method="wB97M-V/def2-TZVPD" charge=-1 total_energy_ev=-143853.0131 max_force_ev_per_a=1.0 orbital_gap_ev=6.09 homo_energy_ha=-0.1989 e_lumo_ev=0.6744
Sn -1.233 -0.916 -0.749
Cl 1.812 -2.194 -1.124
C 3.318 -1.291 -1.138
C 4.475 -2.002 -0.844
C 5.691 -1.343 -0.818
C 5.738 0.016 -1.102
C 4.574 0.701 -1.409
C 3.323 0.070 -1.422
P 1.716 1.024 -1.754
C 2.282 2.594 -0.987
C 2.519 2.480 0.389
C 2.896 3.577 1.144
C 3.028 4.824 0.538
C 2.781 4.958 -0.818
C 2.408 3.849 -1.575
C 1.971 1.014 -3.573
C 1.457 -0.127 -4.198
C 1.574 -0.305 -5.570
C 2.174 0.680 -6.346
C 2.664 1.825 -5.737
C 2.582 1.986 -4.359
H 4.414 -3.063 -0.632
H 6.595 -1.885 -0.571
H 6.681 0.551 -1.066
H 4.623 1.760 -1.633
H 2.426 1.504 0.858
H 3.080 3.467 2.207
H 3.317 5.687 1.126
H 2.849 5.928 -1.299
H 2.207 3.998 -2.627
H 0.958 -0.883 -3.600
H 1.179 -1.200 -6.035
H 2.249 0.556 -7.419
H 3.100 2.613 -6.340
H 3.005 2.875 -3.917
F -7.303 2.102 -3.434
C -6.490 1.313 -2.739
C -5.141 1.269 -3.011
F -4.626 2.000 -3.997
C -4.321 0.453 -2.254
F -3.008 0.466 -2.550
C -4.779 -0.356 -1.223
S -3.784 -1.425 -0.261
C -6.153 -0.296 -0.995
F -6.694 -1.052 -0.038
C -6.990 0.520 -1.723
F -8.297 0.553 -1.457
C -1.286 -5.712 7.135
C -1.838 -4.576 6.273
S -1.677 -4.916 4.532
O -2.220 -3.793 3.807
O -2.181 -6.236 4.238
C 0.101 -4.952 4.268
C 0.465 -5.367 2.831
N -0.261 -4.658 1.767
C -0.123 -3.347 1.502
N -1.007 -2.949 0.595
C -1.776 -4.032 0.280
C -1.333 -5.097 0.992
N -1.797 -6.448 0.870
O -2.862 -6.603 0.320
O -1.085 -7.351 1.275
C 0.912 -2.493 2.133
H -1.698 -5.657 8.142
H -0.199 -5.658 7.215
H -1.565 -6.676 6.706
H -1.328 -3.625 6.444
H -2.914 -4.443 6.402
H 0.494 -5.701 4.958
H 0.463 -3.960 4.544
H 0.257 -6.416 2.700
H 1.527 -5.193 2.674
H -2.589 -3.983 -0.429
H 1.887 -2.984 2.125
H 0.639 -2.266 3.166
H 0.983 -1.554 1.593
C -1.269 0.724 0.869
C -1.014 0.242 2.240
C -1.963 -0.563 2.892
C -1.698 -1.134 4.117
C -0.471 -0.909 4.749
C 0.458 -0.051 4.154
C 0.185 0.513 2.921
C -0.161 -1.643 5.944
N 0.077 -2.311 6.854
H -0.556 1.491 0.560
H -2.291 1.096 0.772
H -2.906 -0.772 2.396
H -2.426 -1.789 4.577
H 1.397 0.151 4.655
H 0.914 1.176 2.467
N -0.485 2.396 -2.492
C -0.444 3.780 -2.825
C -0.544 4.725 -1.806
C -0.338 6.065 -2.080
C -0.031 6.468 -3.378
C 0.038 5.534 -4.398
C -0.177 4.185 -4.124
S 0.363 8.202 -3.647
O 0.709 8.293 -5.057
O 1.485 8.418 -2.738
O -0.849 8.911 -3.268
H -0.806 1.814 -3.255
H -1.050 2.229 -1.671
H -0.749 4.388 -0.791
H -0.393 6.819 -1.302
H 0.269 5.882 -5.398
H -0.111 3.441 -4.913

---

Among the records above, which one has the highest charge?
C4H10N2O2